(1)
Formula: C43H43AuN3O3PTe
Source: the Open Molecules 2025 dataset
Level of theory: ωB97M-V/def2-TZVPD

XYZ file:
```
95
C43H43AuN3O3PTe (ωB97M-V/def2-TZVPD)
Au 0.1884 -1.2644 1.1076
C -3.4698 -4.6937 0.6585
O -3.7333 -3.2825 0.5701
C -2.7106 -2.4792 0.8167
O -1.5892 -2.8611 1.1163
N -3.0891 -1.1791 0.7053
N -2.1639 -0.1702 0.9189
H -4.4450 -5.1681 0.6556
H -2.9314 -4.9274 1.5732
H -2.8901 -5.0208 -0.2026
H -4.0324 -0.9731 0.4181
H -2.4131 0.4247 1.6983
H -2.0023 0.3681 0.0782
C -1.3617 3.1562 3.9883
C -2.0932 1.9871 4.1566
C -1.4595 0.7576 4.0503
C -0.0906 0.6854 3.7867
C 0.6403 1.8606 3.6483
C 0.0023 3.0908 3.7446
P 0.6606 -0.9721 3.6183
C 1.0333 -1.4355 5.3545
C 0.8656 -0.5581 6.4219
C 1.2280 -0.9560 7.7016
C 1.7444 -2.2240 7.9200
C 1.8937 -3.1070 6.8591
C 1.5336 -2.7175 5.5797
C 2.2821 -0.6604 2.8870
C 3.5184 -0.4268 3.4758
C 4.6240 -0.2863 2.6467
C 4.4883 -0.3805 1.2663
C 3.2453 -0.6162 0.6817
C 2.1432 -0.7612 1.5028
H -1.8539 4.1174 4.0596
H -3.1517 2.0356 4.3810
H -2.0160 -0.1646 4.1925
H 1.7059 1.8151 3.4618
H 0.5768 4.0019 3.6352
H 0.4619 0.4320 6.2584
H 1.1045 -0.2677 8.5276
H 2.0296 -2.5253 8.9194
H 2.2843 -4.1013 7.0317
H 1.6472 -3.4017 4.7464
H 3.6137 -0.3717 4.5544
H 5.6000 -0.1127 3.0816
H 5.3633 -0.2893 0.6348
H 3.1527 -0.6919 -0.3960
C -4.8341 4.0250 -6.2014
C -3.9092 3.1705 -5.3798
C -3.6582 3.4557 -4.0430
C -2.8085 2.6665 -3.2762
C -2.5805 3.0038 -1.8246
C -2.1968 1.5843 -3.9022
Te -0.8664 0.2494 -2.6398
N 0.1128 -1.1520 -1.1551
C 0.7088 -1.8602 -2.0776
O 0.5840 -1.5565 -3.3203
C 1.6108 -2.9934 -1.7272
C 2.7369 -3.1796 -2.5275
C 3.6488 -4.1753 -2.2203
C 3.4340 -5.0003 -1.1249
C 2.2980 -4.8346 -0.3460
C 1.3852 -3.8347 -0.6414
C 0.7297 1.6193 -2.8381
C 1.1586 1.8522 -4.1423
C 2.1620 2.7709 -4.3874
C 2.7329 3.4596 -3.3262
C 2.3011 3.2202 -2.0332
C 1.2886 2.3019 -1.7572
C 0.8329 2.1248 -0.3333
C -2.4293 1.2438 -5.2299
C -1.8011 0.0625 -5.9275
C -3.2867 2.0697 -5.9533
H -5.2905 4.8097 -5.6012
H -5.6275 3.4180 -6.6384
H -4.2900 4.4930 -7.0230
H -4.1317 4.3131 -3.5775
H -2.9052 4.0204 -1.6092
H -1.5228 2.9244 -1.5671
H -3.1502 2.3289 -1.1791
H 2.8910 -2.5362 -3.3828
H 4.5296 -4.3039 -2.8356
H 4.1456 -5.7782 -0.8815
H 2.1215 -5.4879 0.4985
H 0.4868 -3.7355 -0.0463
H 0.7230 1.3034 -4.9680
H 2.5011 2.9435 -5.3999
H 3.5171 4.1830 -3.5060
H 2.7543 3.7564 -1.2081
H 1.6637 2.2851 0.3531
H 0.4481 1.1230 -0.1546
H 0.0561 2.8510 -0.0746
H -1.1819 -0.5348 -5.2593
H -1.1802 0.3975 -6.7599
H -2.5738 -0.5864 -6.3406
H -3.4730 1.8344 -6.9961
```

Computed properties:
**2S+1**: 4
**Gap between HOMO and LUMO (alpha / beta)**: 0.2685 / 0.2259 hartree
**Charge**: +1
**HOMO (alpha / beta)**: -9.3 / -10.8 eV
**Electronic energy**: -2799.06603 a.u.

Want to see where the charge sits? The Löwdin charges in e are: number 1, Au, carries 0.903; number 2, C, carries -0.012; number 3, O, carries -0.005; number 4, C, carries -0.569; number 5, O, carries -0.021; number 6, N, carries 0.027; number 7, N, carries 0.031; number 8, H, carries 0.099; number 9, H, carries 0.097; number 10, H, carries 0.101; number 11, H, carries 0.160; number 12, H, carries 0.083; number 13, H, carries 0.026; number 14, C, carries -0.077; number 15, C, carries -0.086; number 16, C, carries -0.138; number 17, C, carries -0.397; number 18, C, carries -0.077; number 19, C, carries -0.068; number 20, P, carries 1.043; number 21, C, carries -0.356; number 22, C, carries -0.079; number 23, C, carries -0.071; number 24, C, carries -0.074; number 25, C, carries -0.075; number 26, C, carries -0.101; number 27, C, carries -0.438; number 28, C, carries -0.074; number 29, C, carries -0.078; number 30, C, carries -0.072; number 31, C, carries -0.102; number 32, C, carries -0.304; number 33, H, carries 0.107; number 34, H, carries 0.108; number 35, H, carries 0.110; number 36, H, carries 0.106; number 37, H, carries 0.109; number 38, H, carries 0.100; number 39, H, carries 0.109; number 40, H, carries 0.108; number 41, H, carries 0.108; number 42, H, carries 0.106; number 43, H, carries 0.113; number 44, H, carries 0.106; number 45, H, carries 0.107; number 46, H, carries 0.096; number 47, C, carries -0.039; number 48, C, carries -0.250; number 49, C, carries -0.003; number 50, C, carries -0.297; number 51, C, carries -0.062; number 52, C, carries -0.278; number 53, Te, carries 1.872; number 54, N, carries -0.175; number 55, C, carries -0.651; number 56, O, carries -0.164; number 57, C, carries -0.171; number 58, C, carries -0.020; number 59, C, carries -0.063; number 60, C, carries -0.070; number 61, C, carries -0.067; number 62, C, carries -0.047; number 63, C, carries -0.359; number 64, C, carries -0.109; number 65, C, carries -0.065; number 66, C, carries -0.057; number 67, C, carries -0.034; number 68, C, carries -0.293; number 69, C, carries -0.072; number 70, C, carries -0.298; number 71, C, carries -0.058; number 72, C, carries -0.005; number 73, H, carries 0.077; number 74, H, carries 0.087; number 75, H, carries 0.088; number 76, H, carries 0.121; number 77, H, carries 0.088; number 78, H, carries 0.036; number 79, H, carries 0.077; number 80, H, carries 0.119; number 81, H, carries 0.109; number 82, H, carries 0.108; number 83, H, carries 0.108; number 84, H, carries 0.078; number 85, H, carries 0.099; number 86, H, carries 0.112; number 87, H, carries 0.112; number 88, H, carries 0.119; number 89, H, carries 0.084; number 90, H, carries 0.000; number 91, H, carries 0.082; number 92, H, carries 0.027; number 93, H, carries 0.093; number 94, H, carries 0.092; number 95, H, carries 0.132



(2)
Formula: C43H43Br2F6N7NaO4P2S3Se2
Source: the Open Molecules 2025 dataset
Level of theory: ωB97M-V/def2-TZVPD

XYZ file:
```
113
C43H43Br2F6N7NaO4P2S3Se2 (ωB97M-V/def2-TZVPD)
Na 0.9497 -0.0163 0.5811
F 5.6290 -2.4537 3.1275
C 4.9112 -2.0505 2.0753
F 5.6609 -1.2113 1.3559
F 4.6236 -3.1088 1.3288
S 3.3881 -1.1512 2.6420
O 3.0426 -0.2923 1.5356
O 3.7532 -0.4937 3.8649
N 2.4536 -2.3963 2.8299
S 0.9273 -2.2151 3.1222
O 0.4012 -1.0004 2.5590
O 0.2433 -3.4540 2.9495
C 0.8209 -1.9264 4.9538
F -0.4271 -2.1650 5.3746
F 1.6448 -2.7420 5.6149
F 1.1276 -0.6661 5.2686
Br -5.4910 0.9656 3.8088
C -4.0125 0.6564 2.6558
C -3.0349 1.6108 2.5309
C -1.9994 1.3623 1.6326
N -1.9025 0.2473 0.9121
C -2.8454 -0.6837 1.0911
C -3.9336 -0.5211 1.9396
C -2.6813 -1.9471 0.3278
C -3.7674 -2.5351 -0.3152
C -3.5401 -3.7219 -0.9852
Br -4.9573 -4.5529 -1.9360
C -2.2900 -4.3005 -0.9758
C -1.2807 -3.6278 -0.2958
N -1.4599 -2.4702 0.3233
H -3.0677 2.5316 3.0920
H -1.2207 2.1050 1.5033
H -4.6712 -1.3025 2.0554
H -4.7414 -2.0659 -0.3141
H -2.0865 -5.2220 -1.5005
H -0.2719 -4.0231 -0.2660
Se -0.2242 -0.2158 -2.2767
P 0.9557 -1.9433 -2.7735
Se 2.1647 -2.7309 -1.1974
C -0.1577 -3.2590 -3.4253
C 0.2223 -4.5966 -3.3673
C -0.6098 -5.5863 -3.8726
C -1.8367 -5.2508 -4.4288
C -2.2242 -3.9190 -4.4835
C -1.3861 -2.9290 -3.9904
C 1.9894 -1.6028 -4.2466
C 1.8860 -0.4105 -4.9508
C 2.6748 -0.1919 -6.0736
C 3.5649 -1.1647 -6.5011
C 3.6723 -2.3586 -5.7979
C 2.8926 -2.5740 -4.6732
H 1.1627 -4.8572 -2.8953
H -0.3038 -6.6241 -3.8155
H -2.4955 -6.0246 -4.8036
H -3.1875 -3.6492 -4.8987
H -1.6936 -1.8904 -4.0047
H 1.1898 0.3431 -4.6032
H 2.5922 0.7451 -6.6107
H 4.1804 -0.9935 -7.3759
H 4.3725 -3.1195 -6.1198
H 2.9989 -3.4899 -4.1045
N -0.9419 3.3567 -1.1351
S -2.1280 4.2981 -1.5325
C -3.5805 3.9489 -0.5123
C -4.3257 2.7900 -0.6872
C -5.3695 2.5116 0.1800
C -5.6605 3.3826 1.2225
C -4.9103 4.5365 1.3964
C -3.8666 4.8230 0.5255
C -2.8726 3.8096 -3.1024
C -2.3106 2.7713 -3.8196
C -2.8730 2.4044 -5.0365
C -3.9776 3.0835 -5.5269
C -4.5243 4.1398 -4.8045
C -3.9700 4.5087 -3.5901
H -1.2637 2.3880 -1.0514
H -4.0878 2.1076 -1.4958
H -5.9451 1.6033 0.0563
H -6.4699 3.1520 1.9032
H -5.1354 5.2158 2.2089
H -3.2699 5.7190 0.6528
H -1.4297 2.2591 -3.4502
H -2.4342 1.5868 -5.5943
H -4.4142 2.7971 -6.4753
H -5.3838 4.6743 -5.1890
H -4.3965 5.3255 -3.0183
C 2.0112 4.1476 4.5477
N 0.6074 4.6278 4.2256
C 0.6990 5.8109 3.2848
N 1.5543 5.5967 2.1756
C 2.8795 5.2165 2.6372
N 2.8435 3.9939 3.4129
C 2.6479 2.8047 2.5771
P 1.3478 2.8902 1.2203
C -0.2008 3.5491 3.5874
C 1.0725 4.7476 1.0793
H 1.9028 3.2107 5.0905
H 2.4373 4.9146 5.2056
H 0.2325 4.9939 5.1102
H 1.0885 6.6424 3.8845
H -0.3186 6.0284 2.9655
H 3.2776 6.0221 3.2635
H 3.5349 5.0790 1.7770
H 2.4458 1.9502 3.2225
H 3.6076 2.6006 2.0943
H -0.2590 2.7272 4.3091
H -1.1981 3.9853 3.4546
H 0.0094 4.9201 0.9196
H 1.5935 5.0792 0.1767
C 2.5242 2.7381 -0.2109
H 3.0558 1.7841 -0.1609
H 3.2741 3.5358 -0.2427
H 1.9466 2.7581 -1.1377
```

Computed properties:
**2S+1**: 1
**Gap between HOMO and LUMO**: 0.2366 hartree
**Charge**: -1
**HOMO**: -4.7 eV
**ΔE to the lowest compared entry with this formula, charge and spin**: 9.8 kcal per mole
**Electronic energy**: -14938.36983 a.u.

Results of the Löwdin charge analysis, in e, for atoms 1 through 99: number 1, Na, carries 0.053; number 2, F, carries 0.130; number 3, C, carries -0.669; number 4, F, carries 0.132; number 5, F, carries 0.121; number 6, S, carries 0.594; number 7, O, carries -0.334; number 8, O, carries -0.277; number 9, N, carries -0.279; number 10, S, carries 0.576; number 11, O, carries -0.316; number 12, O, carries -0.262; number 13, C, carries -0.664; number 14, F, carries 0.125; number 15, F, carries 0.131; number 16, F, carries 0.124; number 17, Br, carries 0.751; number 18, C, carries -0.669; number 19, C, carries -0.107; number 20, C, carries -0.120; number 21, N, carries 0.150; number 22, C, carries -0.208; number 23, C, carries -0.059; number 24, C, carries -0.228; number 25, C, carries -0.063; number 26, C, carries -0.664; number 27, Br, carries 0.726; number 28, C, carries -0.101; number 29, C, carries -0.126; number 30, N, carries 0.158; number 31, H, carries 0.092; number 32, H, carries 0.039; number 33, H, carries 0.111; number 34, H, carries 0.105; number 35, H, carries 0.097; number 36, H, carries 0.070; number 37, Se, carries 0.309; number 38, P, carries 0.086; number 39, Se, carries 0.293; number 40, C, carries -0.392; number 41, C, carries -0.126; number 42, C, carries -0.099; number 43, C, carries -0.110; number 44, C, carries -0.106; number 45, C, carries -0.113; number 46, C, carries -0.386; number 47, C, carries -0.112; number 48, C, carries -0.094; number 49, C, carries -0.105; number 50, C, carries -0.092; number 51, C, carries -0.107; number 52, H, carries 0.066; number 53, H, carries 0.100; number 54, H, carries 0.098; number 55, H, carries 0.096; number 56, H, carries 0.056; number 57, H, carries 0.045; number 58, H, carries 0.096; number 59, H, carries 0.094; number 60, H, carries 0.097; number 61, H, carries 0.082; number 62, N, carries -0.318; number 63, S, carries 0.975; number 64, C, carries -0.386; number 65, C, carries -0.067; number 66, C, carries -0.076; number 67, C, carries -0.116; number 68, C, carries -0.083; number 69, C, carries -0.093; number 70, C, carries -0.407; number 71, C, carries -0.084; number 72, C, carries -0.066; number 73, C, carries -0.089; number 74, C, carries -0.088; number 75, C, carries -0.097; number 76, H, carries -0.047; number 77, H, carries 0.122; number 78, H, carries 0.112; number 79, H, carries 0.079; number 80, H, carries 0.104; number 81, H, carries 0.102; number 82, H, carries 0.049; number 83, H, carries 0.108; number 84, H, carries 0.099; number 85, H, carries 0.100; number 86, H, carries 0.111; number 87, C, carries -0.146; number 88, N, carries -0.186; number 89, C, carries -0.160; number 90, N, carries -0.154; number 91, C, carries -0.179; number 92, N, carries -0.152; number 93, C, carries -0.307; number 94, P, carries 0.962; number 95, C, carries -0.152; number 96, C, carries -0.322; number 97, H, carries 0.136; number 98, H, carries 0.129; number 99, H, carries 0.151